Record 1
The following is a quantum chemistry calculation of a molecular structure, C42H77AsF6N14 in a non-equilibrium geometry, from OMol25.

CARTESIAN COORDINATES (ANGSTROEM)
As 0.71426 -0.01507 -0.42114
F 2.23776 0.37651 -1.29220
F 1.68820 -0.42679 1.08830
F -0.77860 -0.40809 0.47652
F -0.12693 0.24587 -2.02442
F 0.88933 -1.74736 -0.98167
F 0.40372 1.72004 0.10826
C 6.59660 0.70601 -3.10781
C 5.36073 1.65705 -3.15841
N 4.41597 1.20303 -4.15179
C 3.54626 0.12215 -3.93782
C 2.75706 -0.04463 -5.13194
N 3.33986 0.82953 -6.06731
C 4.17518 1.71776 -5.39217
C 3.01094 0.93718 -7.45243
H 7.01263 0.49950 -4.09389
H 6.25300 -0.24507 -2.70099
H 7.43157 1.07345 -2.51123
H 5.62499 2.66981 -3.46268
H 4.91474 1.82996 -2.17898
H 3.44234 -0.42069 -3.00996
H 1.90995 -0.68207 -5.33808
H 4.87773 2.42972 -5.79952
H 2.88390 1.96697 -7.78636
H 2.08470 0.40458 -7.66808
H 3.72652 0.51420 -8.15751
C -3.56655 7.10035 -1.39513
C -2.66900 7.01119 -2.68160
N -1.49716 6.13674 -2.54812
C -0.44622 6.38515 -1.74255
C 0.51185 5.38973 -2.01553
N -0.03250 4.56664 -3.06196
C -1.29534 4.98373 -3.29813
C 0.60830 3.52748 -3.79400
H -4.32018 7.87795 -1.51955
H -3.02516 7.36863 -0.48792
H -4.05278 6.14133 -1.21629
H -2.43028 8.03207 -2.97980
H -3.20675 6.56148 -3.51628
H -0.45741 7.25854 -1.10735
H 1.47699 5.10777 -1.62135
H -1.96413 4.59484 -4.05172
H 0.36326 2.54743 -3.38467
H 1.66427 3.52741 -3.52376
H 0.39307 3.63205 -4.85741
C 0.96133 -4.16094 -4.76616
C -0.35451 -4.78950 -4.17516
N -1.19659 -3.82805 -3.48277
C -1.78245 -3.96957 -2.19751
C -2.46114 -2.84187 -1.90250
N -2.35123 -1.90322 -2.96532
C -1.51219 -2.51601 -3.91363
C -3.00954 -0.59079 -3.04879
H 0.66116 -3.44857 -5.53461
H 1.67423 -4.89565 -5.14042
H 1.43176 -3.52704 -4.01453
H -0.05936 -5.51979 -3.42173
H -0.94822 -5.17537 -5.00384
H -1.53682 -4.80609 -1.56009
H -3.11739 -2.52913 -1.10378
H -1.31748 -2.16118 -4.91491
H -4.04345 -0.75211 -3.35393
H -2.42196 -0.05650 -3.79537
H -2.85050 -0.16340 -2.05878
C -6.73400 0.10549 4.14078
C -7.30981 1.35606 3.47386
N -6.47540 1.80155 2.37252
C -6.57322 2.91446 1.61563
C -5.47138 2.95724 0.71006
N -4.60831 1.91006 0.95042
C -5.34253 1.09891 1.87400
C -3.25031 1.73491 0.57871
H -7.38173 -0.10877 4.99087
H -5.71726 0.08799 4.53325
H -6.88068 -0.74713 3.47774
H -7.39267 2.16250 4.20248
H -8.26059 1.15246 2.98126
H -7.25767 3.70744 1.87853
H -5.15690 3.73560 0.03060
H -4.84855 0.31062 2.42263
H -3.22704 0.70109 0.23407
H -2.63402 1.80715 1.47485
H -2.88408 2.41912 -0.18669
C 4.19413 -0.71167 4.22335
C 5.03045 -1.80662 3.38645
N 4.05646 -2.81127 2.89657
C 3.34769 -2.92108 1.65001
C 2.54397 -4.01138 1.59653
N 2.79397 -4.76353 2.73563
C 3.65260 -4.02771 3.52449
C 2.07836 -5.97172 3.35318
H 3.61705 -1.06683 5.07714
H 3.55512 -0.08634 3.59987
H 4.93277 0.00710 4.57815
H 5.72811 -2.39489 3.98254
H 5.50991 -1.30204 2.54763
H 3.40089 -2.14016 0.90586
H 1.70771 -4.17510 0.93301
H 3.87314 -4.24079 4.56003
H 2.08036 -5.94268 4.44279
H 2.55427 -6.92121 3.10805
H 1.04164 -6.02340 3.02056
C -2.84035 -7.05852 2.40108
C -3.51384 -5.73410 1.74562
N -2.83322 -4.48096 2.02322
C -1.49561 -4.30538 1.83906
C -1.20599 -3.01571 2.20868
N -2.41152 -2.41864 2.52884
C -3.38427 -3.30723 2.46605
C -2.66432 -1.10465 3.06338
H -2.32376 -7.01221 3.35977
H -2.01571 -7.31192 1.73484
H -3.40571 -7.99043 2.39870
H -4.41909 -5.65695 2.34785
H -3.75607 -5.81694 0.68610
H -0.90553 -5.13831 1.48632
H -0.26849 -2.48092 2.24712
H -4.42753 -3.10104 2.65445
H -2.49781 -0.38493 2.26190
H -1.96754 -0.95474 3.88808
H -3.63544 -1.02475 3.55189
C 4.15285 2.49109 0.72275
C 2.94145 3.25791 1.46785
N 2.74325 2.83664 2.90477
C 3.51326 3.14298 4.00577
C 3.05757 2.50256 5.14499
N 1.96984 1.81076 4.75865
C 1.74684 2.03804 3.38688
C 1.20694 0.97323 5.63125
H 4.31894 1.48320 1.10311
H 5.07059 3.05693 0.88301
H 3.93214 2.45558 -0.34408
H 1.95566 3.13625 1.01892
H 3.04174 4.34069 1.39293
H 4.41826 3.72285 3.90030
H 3.41575 2.40735 6.15942
H 0.95994 1.55736 2.82463
H 1.68121 -0.00790 5.65478
H 0.17716 0.76311 5.34223
H 1.16362 1.50496 6.58177

E = -5245.8820 a.u.
total charge = +6
HOMO energy = -21.347 eV
relative energy (zero: lowest compared OMol25 entry of this formula, charge and spin) = 912.4 kJ/mol

---

Record 2
The following is a quantum chemistry calculation of 4 unconnected molecules or ions with the total composition C42H78ClF3INO16PS2 in a non-equilibrium geometry, from OMol25.

CARTESIAN COORDINATES (ANGSTROEM)
C -9.81381 -9.85365 0.83337
C -9.94073 -9.57767 2.34045
O -9.24387 -8.38867 2.75711
C -9.97428 -7.27496 2.70198
O -10.72191 -7.02116 1.80465
C -9.76146 -6.32473 3.84503
C -10.43540 -4.99841 3.54147
C -10.36518 -3.98215 4.72744
C -9.69507 -2.68038 4.38412
C -10.35053 -1.78954 3.51890
I -12.29114 -2.22351 2.82168
C -9.73707 -0.59332 3.14139
C -10.48542 0.35472 2.24753
O -11.48100 0.83936 2.60537
O -9.94520 0.72746 1.00665
S -10.09625 -0.29743 -0.21731
O -9.04830 -0.01291 -1.12597
O -10.21372 -1.63911 0.23572
C -11.67467 0.26218 -1.05011
F -12.27451 -0.80761 -1.51586
F -12.44361 0.88158 -0.16276
F -11.36800 1.09784 -2.01467
C -8.45445 -0.27791 3.62978
C -7.77837 0.99174 3.16257
C -6.96061 0.71399 1.87728
C -5.97000 1.83714 1.53175
C -4.67352 1.26872 0.91614
C -4.69502 1.23448 -0.62559
C -3.39560 1.79191 -1.20729
C -3.13928 1.36379 -2.62899
O -2.98453 -0.04128 -2.70239
C -2.16909 -0.45084 -3.77142
C -7.84673 -1.15409 4.53937
C -6.50737 -0.77924 5.13958
C -5.27775 -0.89620 4.21709
C -4.03410 -0.90543 5.09281
Cl -5.30956 -2.32858 3.18607
N -8.47283 -2.32317 4.88971
P -7.70856 -3.47757 6.05118
S -6.75649 -4.90678 5.21553
H -10.80529 -9.94964 0.40573
H -9.39810 -8.96127 0.38153
H -9.19655 -10.71679 0.62927
H -9.47002 -10.39379 2.87505
H -10.98566 -9.53766 2.62433
H -8.69031 -6.18488 3.94892
H -10.13625 -6.75297 4.77239
H -11.47509 -5.18232 3.31666
H -9.98425 -4.54778 2.66297
H -11.38439 -3.72520 4.99587
H -9.95570 -4.48918 5.58979
H -8.55237 1.72207 2.93421
H -7.15266 1.44825 3.91818
H -7.61390 0.57360 1.03561
H -6.46308 -0.24065 2.00523
H -6.44063 2.45009 0.76906
H -5.76670 2.46281 2.39806
H -4.52816 0.24466 1.24702
H -3.84423 1.89185 1.23656
H -4.79209 0.21031 -0.97563
H -5.53146 1.80255 -1.02666
H -2.52299 1.52652 -0.61631
H -3.46839 2.87935 -1.22349
H -3.91498 1.71007 -3.31757
H -2.20799 1.83775 -2.95361
H -1.13001 -0.57431 -3.45910
H -2.51180 -1.40473 -4.16034
H -2.17805 0.26036 -4.59678
H -6.58103 0.27597 5.37250
H -6.32602 -1.27162 6.08224
H -5.21362 0.01001 3.63079
H -4.09842 -0.02814 5.73866
H -4.01520 -1.77021 5.74802
H -3.13132 -0.79586 4.50656
H -6.86721 -2.71888 6.86129
H -8.75705 -3.87132 6.88240
C 1.85597 4.23449 -3.88295
O 1.83341 4.59076 -2.51939
C 0.59187 5.15557 -2.13920
C 0.46993 5.20769 -0.63328
O 0.07625 3.97183 -0.04952
C 1.07985 2.96835 0.02549
C 2.10537 3.20905 1.10981
O 3.08686 4.12561 0.66481
C 3.86199 4.62867 1.73168
H 1.67417 5.10610 -4.52202
H 2.84319 3.83470 -4.10454
H 1.10709 3.46235 -4.09739
H -0.23443 4.56193 -2.55196
H 0.53405 6.17679 -2.54158
H -0.33456 5.90476 -0.38963
H 1.38633 5.58627 -0.17744
H 1.56140 2.81942 -0.94290
H 0.54315 2.04952 0.27407
H 2.59958 2.25777 1.35635
H 1.60693 3.59611 2.00764
H 3.23404 5.19697 2.42763
H 4.61022 5.29836 1.31331
H 4.37005 3.81766 2.26631
C 11.57978 1.06437 -0.70134
O 10.24491 1.31605 -0.31864
C 10.12866 1.55063 1.07215
C 8.77972 2.14933 1.39991
O 8.70427 3.54885 1.16917
C 8.58466 3.96205 -0.18510
C 7.20176 3.75953 -0.76076
O 7.03093 2.41810 -1.18517
C 5.67563 2.10653 -1.40635
H 11.98039 0.18858 -0.17803
H 11.59007 0.87006 -1.77157
H 12.21265 1.93574 -0.49851
H 10.92045 2.23191 1.40778
H 10.23556 0.59109 1.59885
H 8.61772 2.03105 2.47356
H 7.97895 1.61830 0.88102
H 9.34429 3.49159 -0.81211
H 8.78311 5.03576 -0.17064
H 7.06729 4.41576 -1.63232
H 6.45085 4.01339 -0.00207
H 5.10018 2.19064 -0.47643
H 5.62368 1.07852 -1.76079
H 5.23812 2.76741 -2.16405
C 12.19161 -2.70587 -6.16672
O 12.90917 -1.49718 -6.07683
C 12.23279 -0.53707 -5.28534
C 13.15783 0.60202 -4.92150
O 14.01182 0.31761 -3.82204
C 15.11430 -0.53976 -4.08662
C 16.23789 0.12939 -4.84499
O 15.95786 0.15216 -6.23353
C 16.80398 1.03964 -6.92738
H 11.20062 -2.54498 -6.60760
H 12.75728 -3.37963 -6.80676
H 12.08022 -3.16884 -5.17903
H 11.85225 -1.00480 -4.36833
H 11.38508 -0.14250 -5.86375
H 12.53750 1.43709 -4.58814
H 13.72830 0.93835 -5.78924
H 14.79256 -1.45496 -4.58684
H 15.49782 -0.81658 -3.10242
H 17.16765 -0.43510 -4.68600
H 16.37154 1.15186 -4.47042
H 16.65364 2.07077 -6.58626
H 16.55077 0.98094 -7.98380
H 17.85719 0.76389 -6.79911

E = -5100.4706 a.u.
total charge = +1
HOMO energy = -9.947 eV
relative energy (zero: lowest compared OMol25 entry of this formula, charge and spin) = 0.0 kJ/mol

---

Record 3
The following is a quantum chemistry calculation of 14 unconnected molecules or ions with the total composition C42H78O42 in a non-equilibrium geometry, from OMol25.

CARTESIAN COORDINATES (ANGSTROEM)
C -0.79540 1.54834 6.41502
C 0.45704 2.00856 7.10784
O 1.38937 1.87597 6.07570
C 0.68997 1.89360 4.85437
O 1.14343 1.70746 3.71386
O -0.64122 2.03868 5.04340
H -1.60502 2.11100 6.88037
H -1.02108 0.48376 6.37990
H 0.64935 1.47531 8.03979
H 0.36832 3.01535 7.52027
C -2.39983 4.50224 -0.90880
C -3.51889 4.90595 0.08456
O -3.52427 6.33384 0.02278
C -2.88585 6.66490 -1.11319
O -2.85656 7.74200 -1.63617
O -2.22998 5.67277 -1.62462
H -2.75540 3.70502 -1.56001
H -1.56083 4.27247 -0.25267
H -3.18345 4.68727 1.09830
H -4.53497 4.52547 -0.01825
C -2.39107 -4.12654 -2.68001
C -2.57485 -5.62628 -2.36878
O -1.27168 -6.06382 -1.99756
C -0.58273 -5.02888 -1.58832
O 0.40275 -5.03304 -0.90825
O -1.17560 -3.88302 -1.97514
H -3.24294 -3.62968 -2.21622
H -2.31780 -3.95015 -3.75258
H -2.97757 -6.24048 -3.17489
H -3.28000 -5.88373 -1.57688
C 1.30685 -2.22038 7.14432
O 0.12160 -1.72275 6.54498
C -0.42981 -2.27682 5.49207
O -0.06016 -3.34978 4.91493
O -1.46167 -1.56906 5.17011
C -2.18072 -1.88902 3.95715
H 2.02987 -2.73593 6.51377
H 0.97048 -3.00231 7.82731
H 1.66261 -1.38438 7.74384
H -3.10865 -1.35625 3.76048
H -2.33025 -2.96318 3.84358
H -1.48827 -1.74939 3.12905
C -0.46604 2.78323 -3.58575
O -0.93015 1.45054 -3.50902
C -2.14953 1.16316 -3.90302
O -2.87918 1.85046 -4.61848
O -2.49706 -0.05236 -3.37583
C -3.70953 -0.66337 -3.71851
H 0.41167 2.80697 -2.93855
H -1.04457 3.63380 -3.22796
H -0.06990 2.88088 -4.59637
H -4.63852 -0.09470 -3.64950
H -3.91038 -1.55232 -3.12265
H -3.76410 -0.99567 -4.75696
C 6.98931 -0.34143 2.46023
O 6.47079 1.01069 2.44096
C 6.39618 1.74491 1.34998
O 6.74735 1.40190 0.21784
O 5.63697 2.84208 1.65042
C 5.55303 3.73806 0.66151
H 6.29598 -1.01477 1.95542
H 7.16500 -0.72352 3.46364
H 7.89133 -0.32298 1.84859
H 5.02834 4.60784 1.05867
H 4.89027 3.46939 -0.16497
H 6.50517 4.00496 0.20226
C -3.48473 2.43195 2.52036
O -3.86499 1.41421 3.40427
C -4.08130 1.63090 4.72743
O -3.92006 2.74269 5.26183
O -4.53878 0.54291 5.30101
C -4.46051 0.49354 6.70167
H -3.89766 2.26920 1.52467
H -2.41342 2.45369 2.31534
H -3.77647 3.41384 2.89260
H -4.79574 1.44247 7.11876
H -3.48245 0.17924 7.06579
H -5.14496 -0.27858 7.05230
C 1.83166 1.65584 -0.04063
O 1.08930 0.53085 -0.44510
C -0.20082 0.63396 -0.33406
O -0.88035 1.57197 0.10492
O -0.73125 -0.53436 -0.75915
C -1.95888 -0.92766 -0.20088
H 2.89136 1.71252 -0.28524
H 1.74930 1.82133 1.03456
H 1.39559 2.57067 -0.44520
H -2.18369 -1.99317 -0.19937
H -2.65175 -0.58035 -0.96982
H -2.24000 -0.40280 0.71160
C 0.57052 -1.82766 -3.36969
O 0.35193 -3.03407 -4.17226
C -0.26830 -2.83527 -5.34969
O -0.69470 -1.76491 -5.67930
O -0.31682 -3.98973 -5.97088
C -0.68809 -4.05712 -7.37072
H 0.75433 -2.01172 -2.31129
H -0.33917 -1.23460 -3.28398
H 1.41992 -1.22770 -3.69541
H -0.87765 -5.12318 -7.49350
H 0.03368 -3.82910 -8.15470
H -1.60728 -3.49386 -7.52774
C 1.60565 6.11098 0.27251
O 2.67134 6.83459 -0.28077
C 2.80137 6.72969 -1.67730
O 2.04825 6.14429 -2.42296
O 3.94773 7.39253 -2.00169
C 4.34838 7.57679 -3.35566
H 1.48749 6.38121 1.32102
H 1.93798 5.07236 0.23443
H 0.65898 6.24791 -0.24985
H 5.40532 7.40810 -3.56108
H 3.98471 8.48353 -3.83771
H 3.99886 6.80148 -4.04129
C -6.83886 -2.83001 -2.49754
O -7.06702 -2.24037 -1.25590
C -6.00757 -1.87032 -0.61166
O -4.81656 -1.84626 -0.94743
O -6.45823 -1.26692 0.47917
C -5.59647 -0.50543 1.38020
H -6.29570 -2.07773 -3.07107
H -7.84636 -3.02574 -2.86102
H -6.22256 -3.72837 -2.53839
H -6.08215 -0.45594 2.35556
H -5.42588 0.54643 1.15490
H -4.66900 -0.98224 1.69751
C 0.21472 -2.65762 1.39554
O -0.88404 -3.62586 1.34285
C -0.80679 -4.82110 1.92081
O 0.17986 -5.37399 2.42136
O -1.89904 -5.49250 1.58778
C -2.08462 -6.87954 1.72210
H 0.38876 -2.35031 0.36518
H 1.07816 -3.21581 1.75606
H 0.11295 -1.71290 1.92986
H -3.13781 -7.12492 1.85304
H -1.66014 -7.18622 2.67993
H -1.58681 -7.48216 0.96300
C 5.96760 -4.33801 1.40816
O 5.32879 -3.36723 0.51991
C 3.98123 -3.38304 0.37083
O 3.27193 -4.37665 0.60012
O 3.54887 -2.15764 -0.00790
C 4.37411 -1.24466 -0.64478
H 5.26463 -4.76188 2.12360
H 6.70281 -3.75541 1.96347
H 6.53271 -5.08857 0.85743
H 5.20276 -0.80389 -0.08588
H 3.86227 -0.30393 -0.84045
H 4.84907 -1.60653 -1.55701
C 4.71302 1.21360 -2.86463
O 3.80921 1.71601 -3.86842
C 3.70382 0.97312 -4.97892
O 4.05903 -0.12706 -5.20163
O 2.98213 1.68198 -5.82714
C 2.61375 1.11134 -7.08856
H 4.27482 0.31720 -2.42934
H 4.95301 1.95347 -2.10275
H 5.64062 0.95134 -3.37374
H 3.40502 0.48622 -7.50214
H 2.42851 1.98043 -7.71808
H 1.73002 0.47337 -7.11954

E = -4807.1078 a.u.
HOMO energy = -9.729 eV
relative energy (zero: lowest compared OMol25 entry of this formula, charge and spin) = 352.1 kJ/mol

---

- Which of these has the highest relative energy (zero: lowest compared OMol25 entry of this formula, charge and spin)?
  C42H77AsF6N14

---

- Among the records above, which one has the lowest E?
  C42H77AsF6N14

---

- Among the records above, which one has the lowest relative energy (zero: lowest compared OMol25 entry of this formula, charge and spin)?
  C42H78ClF3INO16PS2